(1)
Below is a structure of composition C48H60Cl2N9OPbS, with properties calculated with wB97M-V/def2-TZVPD.

```
! RIJCOSX wB97M-V def2-TZVPD def2/J DEFGRID3
* xyz 1 1
Pb 0.981 -0.217 -0.190
Cl 2.631 2.375 -2.338
Cl 0.073 6.444 0.237
S 1.049 3.397 0.274
O 3.764 0.565 1.907
N 6.149 -0.780 1.109
N 0.137 -1.654 -1.901
N -0.171 -1.967 0.958
N 5.376 -2.921 0.465
N 2.501 1.282 3.644
N 3.118 -2.095 -0.098
N -0.776 0.890 1.241
N -0.531 1.173 -1.635
N 7.548 -2.609 1.033
C -2.899 1.856 -5.399
C 0.150 -3.259 0.656
C 1.371 4.461 -1.107
C -0.686 1.024 -3.022
C 0.038 -2.624 -5.497
C 1.215 6.647 -2.173
C -0.534 -3.291 2.794
C 0.963 5.802 -1.105
C -1.201 0.446 2.497
C 0.425 -3.002 -1.818
C -1.969 4.488 -2.526
C -0.592 -1.976 2.242
C 2.060 4.008 -2.237
C -1.097 2.156 1.177
C 0.488 -3.572 -3.138
C -3.443 4.458 -2.117
C 0.199 -2.552 -4.011
C 4.189 -2.446 0.177
C -1.362 3.121 -2.536
C 2.767 -1.114 3.294
C -2.507 -3.841 4.267
C -0.987 -3.691 4.164
C -1.553 2.480 -5.018
C -0.049 -4.106 1.788
C -0.399 -0.100 -3.713
C 3.053 0.310 2.885
C -1.723 2.638 2.390
C 2.317 4.841 -3.314
C -3.666 4.236 2.217
C 2.803 2.680 3.378
C 1.735 0.987 4.846
C 1.892 6.158 -3.276
C -2.405 1.474 4.581
C -0.544 -5.857 -3.350
C -3.789 0.816 4.573
C 0.140 -5.590 1.818
C -1.208 2.268 -3.580
C -2.208 4.032 2.632
C -1.070 -6.351 1.270
C -1.086 -0.835 2.935
C 0.474 -3.706 -0.635
C -1.796 1.556 3.218
C 0.731 -5.014 -3.449
C -0.737 3.007 -0.005
C -0.005 -1.383 -3.199
C -0.900 2.392 -1.360
C 6.317 -2.086 0.863
C -1.428 -2.711 -5.930
H 1.033 -5.860 1.248
H 3.397 3.103 4.192
H -1.867 4.937 -3.516
H 1.148 -5.100 -4.454
H -1.964 -6.137 1.857
H -3.863 5.464 -2.088
H -3.976 5.271 2.364
H 2.351 0.526 5.621
H 6.936 -0.232 1.406
H 1.343 1.923 5.239
H 3.363 2.748 2.452
H 0.512 -1.757 -5.966
H 0.339 -5.908 2.843
H 0.889 0.336 4.629
H -4.211 0.791 5.577
H -0.519 -0.048 -4.790
H -1.740 0.918 5.249
H -2.484 2.480 4.998
H -3.564 4.013 -1.127
H 3.199 -1.319 4.276
H -2.901 0.780 -5.217
H -0.898 -7.427 1.291
H -2.871 -4.597 3.570
H 8.338 -2.048 1.285
H -3.737 -0.207 4.199
H -2.805 -4.134 5.274
H -4.329 3.596 2.801
H -1.995 -1.845 -5.581
H -0.761 2.066 -5.647
H 1.697 -1.310 3.362
H -1.417 5.141 -1.846
H -3.117 2.023 -6.454
H -1.280 -6.059 0.239
H -4.475 1.365 3.927
H -1.436 -1.026 3.945
H -1.576 3.551 -5.227
H -1.903 -3.598 -5.512
H 5.231 -0.341 1.199
H -1.514 -2.756 -7.016
H 0.580 -3.493 -5.874
H -4.029 3.860 -2.816
H -2.090 4.274 3.690
H 2.093 6.811 -4.115
H -3.813 3.983 1.165
H -1.569 4.740 2.096
H 7.692 -3.557 0.735
H 0.711 -4.761 -0.721
H -0.975 -5.799 -2.349
H -3.708 2.290 -4.811
H -0.336 -6.905 -3.572
H -0.640 -2.962 4.903
H 2.850 4.451 -4.169
H -1.300 -5.505 -4.052
H -0.510 -4.634 4.438
H -3.013 -2.905 4.021
H 0.878 7.673 -2.132
H 3.198 -1.783 2.557
H 1.879 3.252 3.284
H 1.493 -5.413 -2.775
H -1.297 3.940 0.039
*
```

Output
**Highest occupied orbital energy**: -9.14 eV
**Gap between HOMO and LUMO**: 5.19 eV
**LUMO**: -3.948 eV
**Relative energy (zero: lowest compared OMol25 entry of this formula, charge and spin)**: 0.000 eV

Atom charges from the Mulliken analysis, given in e for atoms 1 to 4:
1 Pb 1.67
2 Cl -0.09
3 Cl -0.17
4 S 0.16

=====

(2)
Below is an isolated molecule of C4H7NO, with properties calculated with wB97M-V/def2-TZVPD.

```
! RIJCOSX wB97M-V def2-TZVPD def2/J DEFGRID3
* xyz 0 1
O -1.489 -0.885 0.949
N 0.910 0.772 -0.619
C -1.063 -0.025 -0.075
C -0.211 1.229 0.260
C 1.335 -0.500 -0.047
C 0.129 -0.475 -0.900
H 0.107 -0.935 -1.885
H -0.629 2.165 -0.119
H -1.948 0.222 -0.666
H 0.070 1.352 1.312
H -0.712 -1.385 1.230
H 1.255 -0.627 1.036
H 2.246 -0.907 -0.475
*
```

Output
**Highest occupied orbital energy**: -9.52 eV
**Gap between HOMO and LUMO**: 10.48 eV
**LUMO**: 0.964 eV
**Relative energy (zero: lowest compared OMol25 entry of this formula, charge and spin)**: 2.850 eV
**SMILES**: O[C@H]1CN2C[C@@H]12

Atom charges from the natural (NBO) analysis, given in e for atoms 1 to 4:
1 O -0.70
2 N -0.37
3 C 0.07
4 C -0.26

=====

(3)
Below is a cluster of 2 separate species, C5H5ClF3N3OS in total at a distorted geometry, with properties calculated with wB97M-V/def2-TZVPD.

```
! RIJCOSX wB97M-V def2-TZVPD def2/J DEFGRID3
* xyz 0 1
Cl 0.680 3.964 2.538
S -1.052 1.535 1.500
F -2.844 3.192 -0.440
F -2.252 2.359 -2.257
F -3.256 1.147 -0.800
O -0.529 -0.219 -2.280
N 1.104 2.729 0.299
N -0.397 -2.408 -0.030
N -0.537 -0.986 -0.119
C 0.173 2.630 -0.586
C -2.329 2.087 -0.937
C 0.750 2.406 1.553
C -0.991 1.847 -0.250
C -0.632 -0.186 -1.126
H -0.990 -2.712 -0.791
H -0.395 -0.491 0.813
H 0.320 2.940 -1.523
H 1.300 1.892 2.349
H 0.594 -2.753 -0.195
*
```

Output
**Highest occupied orbital energy (spin up / spin down)**: -8.57 / -8.57 eV
**Gap between HOMO and LUMO (spin up / spin down)**: 7.72 / 7.72 eV
**LUMO (spin up / spin down)**: -0.848 / -0.847 eV
**Relative energy (zero: lowest compared OMol25 entry of this formula, charge and spin)**: 0.269 eV

Atom charges from the natural (NBO) analysis, given in e for atoms 1 to 4:
1 Cl -0.09
2 S 0.17
3 F -0.32
4 F -0.33

=====

(4)
Below is a structure of composition C51H63I2N5O2P2SSi2TeY at a distorted geometry, with properties calculated with wB97M-V/def2-TZVPD.

```
! RIJCOSX wB97M-V def2-TZVPD def2/J DEFGRID3
* xyz 3 1
I 7.179 1.611 -1.437
I -3.658 -3.562 2.925
Te 0.874 -2.816 -1.411
Y 0.923 -0.114 -0.063
S 1.741 -1.627 2.386
P 0.423 2.740 0.504
P -2.398 2.426 -0.554
Si 0.204 -6.065 -0.271
Si 3.398 -2.400 -3.559
O -1.458 -2.089 0.172
O -2.213 4.563 1.464
N 1.614 -3.895 3.712
N -0.390 -2.846 3.413
N 4.337 -0.409 0.918
N 3.523 -0.103 -0.113
N -2.623 -3.901 -0.488
C -1.783 -0.820 -2.984
C -2.997 -1.477 -2.938
C 0.950 2.682 -2.182
C 0.445 7.122 -1.081
C 0.036 3.609 -2.437
C -2.559 0.758 -1.302
C 1.366 5.023 -0.129
C -5.640 4.302 -2.122
C -0.100 4.463 0.040
C 4.285 0.568 -0.976
C 1.597 -7.271 -0.021
C 5.591 0.684 -0.501
C 0.905 5.733 -1.425
C 5.180 -1.879 -3.600
C -2.491 -2.778 0.225
C -1.551 0.305 -2.189
C 1.051 -4.979 4.518
C -4.372 3.779 -1.905
C -6.327 3.532 0.052
C 1.767 2.543 -0.935
C -0.288 4.717 -1.509
C 0.922 -2.878 3.236
C -3.998 -1.017 -2.089
C -3.670 -2.431 1.104
C -5.062 3.002 0.272
C 1.125 4.179 2.885
C -1.812 0.854 3.249
C 1.216 2.994 2.157
C 2.009 1.962 2.645
C 1.854 4.327 4.058
C -0.434 -6.174 -2.041
C 2.132 3.692 -0.202
C -2.082 3.321 2.030
C 2.956 -3.090 -1.829
C 2.674 3.302 4.515
C -4.077 3.124 -0.710
C -6.615 4.180 -1.142
C -0.507 7.426 -0.194
C -1.342 6.529 0.615
C 2.886 -3.743 -4.739
C -1.925 3.243 3.409
C -1.155 -6.359 0.992
C 2.740 2.109 3.813
C 0.871 -4.290 0.144
C -1.788 2.011 4.019
C -2.041 0.928 1.882
C -2.227 2.163 1.254
C 5.584 0.044 0.721
C 2.280 -0.882 -3.787
C -3.779 0.080 -1.274
C -1.189 5.216 0.772
H 1.787 5.675 0.629
H -4.613 -2.665 0.619
H -1.566 -5.431 1.395
H 3.571 -4.595 -4.681
H 1.214 -8.292 -0.124
H -1.981 -6.946 0.579
H 3.360 1.295 4.172
H 5.477 -1.643 -4.628
H -1.914 4.162 3.983
H 3.883 0.947 -1.903
H -3.608 3.876 -2.670
H -2.190 6.977 1.121
H 2.070 1.033 2.099
H -7.089 3.442 0.816
H 5.360 -0.989 -2.993
H 1.190 1.960 -2.961
H 1.591 5.712 -2.268
H 2.665 -0.223 -4.571
H 0.293 -3.875 0.967
H 5.842 -2.673 -3.244
H 2.205 -0.281 -2.865
H -0.676 0.920 -2.394
H 3.256 3.434 5.418
H -1.043 -1.121 -3.715
H 3.536 -2.634 -1.028
H -0.758 -6.939 1.832
H -1.869 -4.220 -1.077
H 1.918 -4.348 0.443
H -4.586 0.464 -0.659
H 3.990 -0.941 1.702
H 0.279 -6.741 -2.648
H -3.445 -4.477 -0.425
H 0.945 7.936 -1.593
H 2.886 -3.400 -5.778
H -1.686 -0.105 3.739
H -3.184 -2.319 -3.592
H -0.462 3.628 -3.403
H -0.916 -2.061 3.074
H -0.870 -3.524 3.985
H 3.112 -4.171 -1.806
H 2.612 -3.856 3.590
H 1.275 -1.186 -4.094
H -5.865 4.810 -3.051
H -0.732 8.479 -0.064
H 1.880 -4.103 -4.504
H -1.651 1.950 5.091
H -7.604 4.588 -1.310
H -3.652 -1.392 1.393
H 0.202 -5.435 4.005
H -1.244 5.174 -1.745
H 0.493 4.995 2.558
H 2.993 3.609 0.449
H 2.392 -7.144 -0.761
H -2.149 0.024 1.294
H 1.791 5.261 4.604
H -0.559 -5.210 -2.535
H -4.844 2.507 1.211
H -1.384 -6.714 -2.096
H 2.037 -7.187 0.977
H 1.814 -5.738 4.654
H 0.737 -4.620 5.500
H -4.975 -1.490 -2.107
H 6.379 -0.113 1.435
*
```

Output
**Highest occupied orbital energy**: -14.21 eV
**Gap between HOMO and LUMO**: 6.45 eV
**LUMO**: -7.755 eV
**Relative energy (zero: lowest compared OMol25 entry of this formula, charge and spin)**: 9.099 eV

Atom charges from the Mulliken analysis, given in e for atoms 1 to 4:
1 I 0.20
2 I 0.09
3 Te -0.29
4 Y -0.17

=====

(5)
Below is a cluster of 2 separate species, C5H12OS2 in total, with properties calculated with wB97M-V/def2-TZVPD.

```
! RIJCOSX wB97M-V def2-TZVPD def2/J DEFGRID3
* xyz 0 1
S 0.522 -1.339 2.891
S 0.606 0.318 1.694
O -0.877 0.381 -4.513
C -1.137 0.655 1.367
C -1.112 1.281 -3.430
C 0.458 -2.677 1.675
C 0.749 1.634 -1.830
C -0.230 0.875 -2.291
H -1.688 0.796 2.292
H 1.345 -2.649 1.049
H 1.374 1.306 -1.011
H 0.972 2.594 -2.283
H -1.588 -0.137 0.774
H -1.418 0.655 -5.258
H -0.429 -2.607 1.048
H -0.465 -0.079 -1.830
H -1.163 1.579 0.790
H -0.884 2.310 -3.722
H 0.429 -3.609 2.238
H -2.167 1.244 -3.137
*
```

Output
**Highest occupied orbital energy**: -8.93 eV
**Gap between HOMO and LUMO**: 9.77 eV
**LUMO**: 0.842 eV
**Relative energy (zero: lowest compared OMol25 entry of this formula, charge and spin)**: 1.054 eV
**SMILES**: C=CCO.CSSC

Atom charges from the natural (NBO) analysis, given in e for atoms 1 to 4:
1 S 0.09
2 S 0.08
3 O -0.72
4 C -0.75

=====

(6)
Below is a structure of composition C30H48AsCl2N2OPSSbSi2Tc, with properties calculated with wB97M-V/def2-TZVPD.

```
! RIJCOSX wB97M-V def2-TZVPD def2/J DEFGRID3
* xyz 1 4
Sb 0.472 -2.975 0.125
Tc 0.082 -0.340 0.658
As -2.385 -0.268 0.093
Cl -0.056 4.497 1.831
Cl 4.938 4.555 -0.159
S -3.539 -1.941 1.127
P 1.013 -0.277 3.043
Si -3.591 1.696 0.736
Si -2.748 -0.666 -2.241
O -0.089 1.685 0.856
N -5.876 -2.023 -0.493
N 1.920 0.379 -0.307
C 2.884 -0.278 -0.922
C 3.451 3.712 0.116
C 2.115 1.699 -0.006
C 3.328 2.359 -0.287
C -0.900 -4.489 0.740
C 1.213 3.672 0.996
C 1.225 -1.738 4.112
C -2.961 3.001 -0.436
C 4.171 2.339 3.204
C -3.123 2.047 2.500
C -2.728 -2.516 -2.457
C 2.669 0.465 2.977
C 2.591 -5.224 0.481
C 0.809 -3.462 -1.946
C -4.330 0.093 -2.852
C 2.279 -3.802 0.934
C 4.982 0.259 2.316
C 4.106 0.311 -1.269
C -1.247 0.163 -2.985
C 1.025 2.354 0.637
C 0.274 -4.824 -2.378
C 2.906 1.786 3.350
C 4.333 1.620 -0.941
C -1.040 -4.514 2.258
C 5.210 1.579 2.688
C 0.039 0.850 4.081
C 3.718 -0.291 2.453
C 2.418 4.348 0.739
C -5.410 1.362 0.558
C -4.928 -1.986 0.163
H -3.189 2.771 -1.478
H -5.955 2.271 0.827
H 0.374 -2.662 -2.546
H 2.188 -3.757 2.021
H 1.804 -5.920 0.776
H -1.857 -4.280 0.260
H 1.553 -1.433 5.106
H 2.693 -1.318 -1.156
H 2.108 2.398 3.752
H -3.432 3.959 -0.201
H 5.791 -0.340 1.917
H 0.720 -5.638 -1.806
H -1.272 0.084 -4.075
H 3.081 -3.114 0.657
H -0.090 -4.739 2.747
H 1.892 -3.412 -2.088
H -1.922 -2.973 -1.880
H -0.940 0.402 4.256
H 5.273 2.097 -1.179
H 3.521 -5.577 0.929
H 0.530 1.026 5.039
H -1.396 -3.555 2.643
H -1.756 -5.275 2.571
H -5.696 1.086 -0.457
H 3.548 -1.318 2.148
H 4.344 3.367 3.496
H 6.195 2.012 2.578
H -1.882 3.117 -0.327
H 2.707 -5.290 -0.601
H -0.807 -4.893 -2.257
H -1.210 1.225 -2.729
H -0.321 -0.297 -2.629
H -5.743 0.568 1.229
H -5.200 -0.368 -2.383
H -0.110 1.793 3.558
H -3.692 2.903 2.871
H -4.403 -0.077 -3.930
H -2.572 -2.768 -3.509
H 0.278 -2.274 4.189
H -0.537 -5.442 0.356
H 0.498 -5.002 -3.431
H -4.367 1.170 -2.687
H -2.062 2.288 2.558
H -3.339 1.197 3.151
H -3.673 -2.959 -2.140
H 4.854 -0.278 -1.778
H 2.520 5.378 1.051
H 1.970 -2.408 3.687
*
```

Output
**Highest occupied orbital energy (spin up / spin down)**: -9.82 / -10.34 eV
**Gap between HOMO and LUMO (spin up / spin down)**: 6.97 / 6.85 eV
**LUMO (spin up / spin down)**: -2.852 / -3.490 eV
**Relative energy (zero: lowest compared OMol25 entry of this formula, charge and spin)**: 0.000 eV

Atom charges from the Mulliken analysis, given in e for atoms 1 to 4:
1 Sb 0.69
2 Tc -0.59
3 As 0.54
4 Cl -0.19

=====

(7)
Below is a structure of composition C4H5KNaO3 at a distorted geometry, with properties calculated with wB97M-V/def2-TZVPD.

```
! RIJCOSX wB97M-V def2-TZVPD def2/J DEFGRID3
* xyz 0 2
K -1.111 -2.756 0.290
Na 2.358 2.080 0.205
O 0.582 -0.658 0.471
O 0.069 1.665 0.204
O -1.422 -0.009 -0.035
C 2.699 -1.316 -0.143
C -0.195 0.482 0.133
C 1.807 -0.321 -0.240
C -2.519 0.913 -0.112
H -3.413 0.288 -0.169
H 2.356 -2.338 0.062
H 3.732 -1.102 -0.429
H -2.545 1.551 0.778
H -2.399 1.523 -1.015
*
```

Output
**Highest occupied orbital energy (spin up / spin down)**: -2.93 / -7.97 eV
**Gap between HOMO and LUMO (spin up / spin down)**: 1.93 / 6.94 eV
**LUMO (spin up / spin down)**: -0.992 / -1.031 eV
**Relative energy (zero: lowest compared OMol25 entry of this formula, charge and spin)**: 0.759 eV

Atom charges from the natural (NBO) analysis, given in e for atoms 1 to 4:
1 K 0.02
2 Na 0.92
3 O -0.60
4 O -0.70